No. 1
The following is a DFT calculation (the ωB97M-V functional and the def2-TZVPD basis) of one molecule with the formula C3H7N3O2 in a non-equilibrium geometry.

The geometry in XYZ format:
```
15
Properties=species:S:1:pos:R:3:forces:R:3
O 0.749207 -1.658460 -1.954286 0.64 3.92 -0.29
N 1.415357 -1.323345 -0.712096 0.98 4.45 -1.73
C 0.469631 -0.314385 -0.150398 -1.61 0.64 -1.67
N -0.436459 0.225395 -0.968176 2.51 -1.08 3.15
C -1.478914 0.993186 -0.294937 2.45 2.43 1.98
C -1.339810 0.979218 1.285614 -1.41 -0.09 -0.26
O 0.036560 1.032547 1.660229 -1.68 2.51 0.48
N 0.576801 -0.101760 1.221809 4.72 -3.00 -1.18
H 0.473998 -0.555971 -2.168755 -0.32 -4.34 0.00
H 2.235902 -0.491383 -1.112938 -2.24 -3.26 1.71
H -1.430449 2.081518 -0.445270 0.44 -0.21 -0.93
H -2.370722 0.705142 -0.724818 -2.27 -0.87 -0.21
H -1.872794 1.812106 1.840947 0.78 -0.79 -1.04
H -1.768937 0.045236 1.630707 0.09 -0.32 0.45
H 1.651522 -0.139485 1.500150 -3.06 0.02 -0.47
```
Forces are in eV/Å.

The value obtained for the HOMO-LUMO gap is 9.73 eV. As for the charge: 0. For the energy, the calculation gives -433.04409 hartree.

No. 2
The following is a DFT calculation (the ωB97M-V functional and the def2-TZVPD basis) of a 2-piece molecular cluster, C3H7N3O2 overall.

The geometry in XYZ format:
```
15
Properties=species:S:1:pos:R:3:forces:R:3
N -3.246044 0.012660 -0.653910 -0.25 0.16 -0.19
C -2.050920 0.024877 -0.027349 0.05 0.28 -0.07
O -1.589146 -0.923136 0.567706 0.18 -0.60 0.32
O -1.441127 1.207546 -0.136523 -0.03 0.34 -0.19
H -3.565166 0.828975 -1.142514 0.00 -0.05 0.01
H -3.794600 -0.826886 -0.654617 0.09 0.02 0.04
H -0.568686 1.168485 0.336232 -0.21 -0.18 0.04
C 3.111521 -0.779540 -1.043004 0.27 -0.37 -0.51
C 2.458097 -0.161053 -0.110146 -0.43 0.32 0.55
N 2.021789 0.539328 0.786179 0.58 0.37 0.13
N 0.765830 0.509331 1.351397 -0.35 -0.18 0.07
H 3.752150 -1.614345 -0.818879 0.02 -0.18 0.14
H 3.035892 -0.476256 -2.072615 -0.09 0.12 -0.15
H 0.822695 0.885621 2.291190 0.04 -0.13 -0.19
H 0.287716 -0.395608 1.326852 0.13 0.07 0.00
```
Forces are in eV/Å.

The value obtained for the HOMO-LUMO gap is 9.88 eV. As for the charge: 0. For the energy, the calculation gives -433.22648 hartree.

No. 3
The following is a DFT calculation (the ωB97M-V functional and the def2-TZVPD basis) of a 2-piece molecular cluster, C3H7N3O2 overall in a non-equilibrium geometry.

The geometry in XYZ format:
```
15
Properties=species:S:1:pos:R:3:forces:R:3
C 2.307147 -0.345058 0.783070 -0.16 -0.26 4.21
C -0.429213 0.830720 0.136195 3.00 -3.05 -5.22
C -1.088207 -0.677402 -0.020427 -1.62 0.25 1.98
H 1.417421 -0.595740 1.551617 1.66 1.11 -1.97
H 2.903222 -1.380781 1.012014 -1.23 2.34 -2.05
H 3.047288 0.488739 1.417225 -2.32 -1.92 -2.37
H 2.753944 0.496364 -1.116066 -4.49 -1.45 1.40
H -2.535081 1.313382 -0.236325 4.24 1.05 2.99
H -1.204705 2.883575 0.120576 -0.10 -4.90 1.29
H 0.521510 -0.920189 -0.825149 0.12 -2.05 1.26
N 1.718233 0.060016 -0.623035 5.49 0.47 -0.02
N 0.723504 1.070715 -0.692064 -2.93 0.68 4.57
N -1.356581 1.681172 0.454241 -5.28 5.75 -3.61
O -0.177971 -1.510908 -0.280106 3.27 -0.51 -2.61
O -2.226785 -1.091369 0.118742 0.33 2.50 0.13
```
Forces are in eV/Å.

The value obtained for the HOMO-LUMO gap is 7.97 eV. As for the charge: 0. For the energy, the calculation gives -432.99682 hartree.

No. 4
The following is a DFT calculation (the ωB97M-V functional and the def2-TZVPD basis) of one molecule with the formula C3H7N3O3 in a non-equilibrium geometry.

The geometry in XYZ format:
```
16
Properties=species:S:1:pos:R:3:forces:R:3
C 0.436792 0.666225 -1.895755 -0.59 0.74 -0.04
C -0.367490 -0.479555 -1.345495 0.31 -2.52 -2.53
O -1.357237 -0.956926 -1.878043 1.67 1.10 1.66
O 0.386271 -1.290245 -0.443840 -1.48 0.39 -1.10
N 0.587747 -0.559113 0.707954 -3.61 1.86 1.85
N 1.860134 -0.320801 1.124739 0.21 0.73 -0.08
C -0.639749 0.313239 1.184320 2.76 -1.49 3.17
N -1.848048 -0.301459 1.153204 0.46 -0.30 -1.28
O -0.399459 1.227988 1.962654 0.06 -0.45 -1.70
H -0.099624 1.081411 -2.752391 -0.03 -0.04 0.23
H 0.580307 1.461538 -1.164845 0.19 -0.04 -0.01
H 1.400399 0.298718 -2.257235 -0.10 -0.09 0.35
H 1.974772 -0.730199 2.050194 0.01 0.11 -0.20
H 2.032708 0.684797 1.201535 0.08 -0.27 -0.18
H -2.570464 0.024936 1.778940 0.24 0.09 -0.32
H -1.977059 -1.120552 0.574064 -0.18 0.18 0.20
```
Forces are in eV/Å.

The value obtained for the HOMO-LUMO gap is 9.54 eV. As for the charge: 0. For the energy, the calculation gives -508.41022 hartree.

No. 5
The following is a DFT calculation (the ωB97M-V functional and the def2-TZVPD basis) of one molecule with the formula C3H7N3OS in a non-equilibrium geometry.

The geometry in XYZ format:
```
15
Properties=species:S:1:pos:R:3:forces:R:3
C -4.081342 -0.437382 0.000112 -0.39 -0.66 -0.25
O -2.966507 0.422887 0.041846 0.73 0.03 -0.34
N -1.798762 -0.350082 0.022112 -1.40 -0.62 0.38
C -0.759507 0.340894 -0.006504 0.96 1.61 -0.74
N 0.451477 -0.300224 -0.080835 -0.67 -1.35 -0.05
C 1.702144 0.175848 -0.016536 1.52 1.10 0.18
N 1.789889 1.553875 0.071167 -0.61 0.25 -0.34
S 3.072031 -0.778903 0.018261 -0.72 0.18 0.08
H -4.223128 -0.937994 0.949987 0.08 -0.17 0.34
H -4.003825 -1.224459 -0.779979 0.07 0.66 0.27
H -4.951815 0.190920 -0.169461 0.05 0.07 -0.18
H -0.691747 1.410275 -0.147151 -0.58 0.25 0.43
H 0.307478 -1.294639 -0.102244 0.64 -0.40 -0.02
H 2.687559 1.988289 0.166038 0.47 -0.56 0.00
H 1.189037 2.145823 -0.493671 -0.16 -0.40 0.24
```
Forces are in eV/Å.

The value obtained for the HOMO-LUMO gap is 8.99 eV. As for the charge: 0. For the energy, the calculation gives -756.14683 hartree.

No. 6
The following is a DFT calculation (the ωB97M-V functional and the def2-TZVPD basis) of one molecule with the formula C3H7N3OS in a non-equilibrium geometry.

The geometry in XYZ format:
```
15
Properties=species:S:1:pos:R:3:forces:R:3
H -2.124220 0.234336 -1.399875 2.73 0.11 -2.02
N -1.155356 0.477983 -1.931693 -3.78 -0.51 2.26
C -0.249441 0.328532 -1.065667 1.90 0.95 -1.84
O 0.965255 0.996347 -1.179431 -3.63 1.88 -2.63
C 0.444042 2.225047 -2.122775 1.77 3.11 1.40
N -0.266497 -0.540677 -0.019475 -2.15 -0.65 2.09
N -1.411655 -1.258057 0.307156 -4.29 -0.59 -1.22
C 0.539786 -0.405674 1.005742 4.81 -0.65 3.92
S 0.702083 -1.091696 2.571972 -1.28 0.83 -2.46
H 0.333652 1.976487 -3.296151 -0.16 0.27 3.33
H 1.316890 3.030661 -2.009649 -1.43 -2.15 -0.33
H -0.477405 2.869331 -1.474270 2.50 -2.56 -2.46
H -1.817220 -1.679199 -0.628810 0.89 1.22 2.65
H -2.249338 -0.695238 0.897700 3.17 -1.48 -2.30
H 1.490523 0.117803 0.799243 -1.06 0.22 -0.39
```
Forces are in eV/Å.

The value obtained for the HOMO-LUMO gap is 8.37 eV. As for the charge: 0. For the energy, the calculation gives -756.02556 hartree.

No. 7
The following is a DFT calculation (the ωB97M-V functional and the def2-TZVPD basis) of C3H7N3S as an isolated structure in a non-equilibrium geometry.

The geometry in XYZ format:
```
14
Properties=species:S:1:pos:R:3:forces:R:3
C -2.783524 0.059478 -0.019287 -3.45 0.85 1.54
C 0.124738 0.090456 0.026793 -1.46 3.79 1.28
C 2.551767 0.141079 -0.135907 0.37 -0.44 -1.31
H -3.270327 0.338613 1.059789 1.69 -0.61 -2.29
H -2.801691 1.074710 -0.615801 0.06 -2.50 0.59
H -3.500338 -0.820858 -0.354715 0.75 2.43 0.01
H -0.982147 1.697554 -0.014460 2.66 -0.55 0.78
H 1.130298 -1.599709 -0.083863 1.90 2.72 0.51
H 2.262587 1.301410 -0.685504 1.59 -3.53 2.06
H 3.588763 -1.670763 0.538721 -0.36 4.79 -1.96
N 0.060507 1.401889 0.185327 -2.62 -1.95 -1.49
N 1.340519 -0.528588 0.075279 -2.75 -3.29 -0.55
N 3.668432 -0.495495 0.037832 -1.04 -1.69 1.08
S -1.389586 -0.989775 -0.014207 2.64 -0.01 -0.26
```
Forces are in eV/Å.

The value obtained for the HOMO-LUMO gap is 9.65 eV. As for the charge: 0. For the energy, the calculation gives -680.83353 hartree.

No. 8
The following is a DFT calculation (the ωB97M-V functional and the def2-TZVPD basis) of one molecule with the formula C3H7N3S in a non-equilibrium geometry.

The geometry in XYZ format:
```
14
Properties=species:S:1:pos:R:3:forces:R:3
C -0.752330 -0.728521 -1.389059 4.10 1.46 -0.74
N 0.082485 0.239547 -1.721718 -1.27 -0.88 0.73
S 0.907494 1.284010 -0.558447 -1.99 -2.38 0.58
C 1.032902 0.118083 0.988706 4.20 1.11 -3.44
C -0.057342 -0.359160 1.851792 2.45 -2.18 1.46
N -1.199133 -0.427909 1.044693 -0.42 0.05 -1.46
N -1.062978 -1.191536 -0.103418 0.05 -0.96 -2.61
H -0.794389 -1.562963 -2.215592 -0.77 1.72 1.59
H 1.734525 -0.681418 0.565666 -1.35 0.79 0.60
H 1.743823 0.788414 1.454156 0.19 -0.02 0.89
H -0.030876 0.322235 2.749605 -1.17 -0.93 -0.90
H 0.472133 -1.453163 2.149888 -1.98 2.32 -0.01
H -2.113478 -0.474213 1.352155 -1.70 0.06 1.34
H -1.613646 -2.006161 -0.366254 -0.33 -0.15 1.97
```
Forces are in eV/Å.

The value obtained for the HOMO-LUMO gap is 8.44 eV. As for the charge: 0. For the energy, the calculation gives -680.82495 hartree.

No. 9
The following is a DFT calculation (the ωB97M-V functional and the def2-TZVPD basis) of one molecule with the formula C3H7N3S in a non-equilibrium geometry.

The geometry in XYZ format:
```
14
Properties=species:S:1:pos:R:3:forces:R:3
C -0.179416 -1.506687 0.036989 -0.35 0.70 0.81
C 0.998952 -1.214352 0.569787 -2.73 4.60 -2.90
C -1.140755 -0.408219 -0.477528 0.41 0.12 1.45
N 2.758845 0.250695 -0.663897 1.12 0.05 -1.17
N -0.634839 0.970362 -0.589379 0.51 -2.63 -0.76
N -1.199303 1.615436 0.391496 1.23 3.99 0.76
S 1.571807 0.505362 0.301338 -0.93 -0.96 1.56
H -0.470329 -2.551634 0.194457 -0.59 0.42 -0.44
H 1.550546 -1.877078 1.040407 2.96 -2.96 2.11
H -1.523369 -0.615522 -1.411569 -0.84 -1.05 -2.14
H -2.015201 -0.266792 0.198017 0.33 -1.23 -0.26
H 3.094851 1.178819 -0.939694 0.20 -0.22 0.12
H -1.970507 1.343727 0.959846 -0.34 -0.37 0.26
H -0.841276 2.575880 0.389732 -0.98 -0.47 0.60
```
Forces are in eV/Å.

The value obtained for the HOMO-LUMO gap (alpha / beta) is 7.66 / 7.83 eV. As for the charge: 0. For the energy, the calculation gives -680.77065 hartree.

No. 10
The following is a DFT calculation (the ωB97M-V functional and the def2-TZVPD basis) of one molecule with the formula C3H7N3S in a non-equilibrium geometry.

The geometry in XYZ format:
```
14
Properties=species:S:1:pos:R:3:forces:R:3
C 0.211267 -0.085720 -1.209457 0.45 -0.18 0.07
C 1.960094 -0.488246 1.874459 -2.19 -1.35 1.49
C -1.987181 1.009106 -1.179115 0.52 1.03 3.75
N 0.693897 0.008945 0.012924 -0.89 0.23 -1.23
N 1.057467 -0.920337 0.811145 -1.39 1.24 -1.59
N -0.838815 0.465417 -1.792289 2.51 -0.20 1.38
S 0.444045 -2.506531 0.681246 0.20 0.48 0.05
H 2.740471 0.138792 1.496037 0.85 -0.34 -0.14
H 1.407994 0.079483 2.664118 0.16 -0.19 -0.81
H 2.031461 -1.500012 2.311371 1.76 0.71 0.31
H -2.636638 0.207083 -1.206936 -2.40 -1.08 0.03
H -1.804338 1.211612 -0.048886 -0.09 -0.22 -1.98
H -2.336399 1.911427 -1.636922 -0.24 0.34 -0.43
H -0.943325 0.468981 -2.777696 0.75 -0.46 -0.90
```
Forces are in eV/Å.

The value obtained for the HOMO-LUMO gap (alpha / beta) is 7.29 / 7.30 eV. As for the charge: 0. For the energy, the calculation gives -680.80940 hartree.

Results for energy above the lowest of the compared OMol25 structures with the same formula, charge and spin: 7.583, 2.620, 8.870, 4.072, 2.380, 5.680, 4.047, 4.280, 5.758, 4.703 (in eV, following the order of the records).